{"formula": "C25H38F5N2O20P2", "method": "ωB97M-V/def2-TZVPD", "lumo_ev": 1.706, "charge": -1, "e_above_lowest_kcal_mol": 178.0, "energy_ev": -102629.0889, "gap_ev": 5.45, "largest_force_ev_per_a": 11.620, "elements": ["P", "P", "F", "F", "F", "F", "F", "O", "O", "O", "O", "O", "O", "O", "O", "O", "O", "O", "O", "O", "O", "O", "O", "O", "O", "O", "O", "N", "N", "C", "C", "C", "C", "C", "C", "C", "C", "C", "C", "C", "C", "C", "C", "C", "C", "C", "C", "C", "C", "C", "C", "C", "C", "C", "H", "H", "H", "H", "H", "H", "H", "H", "H", "H", "H", "H", "H", "H", "H", "H", "H", "H", "H", "H", "H", "H", "H", "H", "H", "H", "H", "H", "H", "H", "H", "H", "H", "H", "H", "H", "H", "H"], "coordinates": [[4.555, 2.302, 2.717], [2.833, 3.551, 2.174], [-1.307, -2.406, 5.028], [-2.094, -4.369, -0.144], [0.006, 1.870, -5.169], [-5.823, -2.640, 4.956], [-5.346, 4.328, -3.641], [-5.410, -2.542, 1.568], [2.449, -3.876, 3.171], [-0.608, 0.004, -7.963], [4.013, 1.300, -2.367], [-3.130, -2.417, 1.434], [-3.805, 1.346, -4.272], [4.658, 2.928, 4.361], [-4.183, -2.359, 3.458], [-3.294, 0.687, -2.142], [-1.994, -7.782, -0.071], [3.119, 5.132, 2.953], [0.780, -2.876, 4.364], [-2.555, 0.966, -8.682], [-1.595, 1.609, -6.714], [-4.231, 2.731, -2.536], [-2.232, -6.036, 1.345], [1.363, 0.203, 1.224], [0.296, -3.882, 2.399], [-2.511, -8.164, 2.124], [1.931, 2.567, -2.685], [1.281, 3.036, 2.837], [2.413, 2.525, 5.881], [-0.492, -2.431, 3.950], [3.564, 0.759, 3.201], [-2.269, -7.392, 1.211], [3.290, 2.414, -2.140], [5.114, 3.071, -0.156], [-0.654, 0.945, -5.902], [0.962, 2.997, -1.667], [-0.927, -3.474, 2.978], [-1.662, 0.871, -7.857], [-3.741, 1.517, -2.916], [3.446, 2.842, 5.124], [2.462, -0.764, 1.148], [-1.905, -6.598, -0.839], [4.608, 1.872, 0.833], [3.671, -0.566, 2.230], [-0.450, 2.107, -1.670], [3.968, 3.599, -1.242], [-4.287, 3.491, -3.722], [0.259, 0.297, -6.886], [-5.521, -2.052, 3.777], [-1.572, -5.571, 0.189], [-4.501, 2.466, -4.783], [-6.296, -2.668, 2.662], [-4.153, -2.440, 2.098], [1.275, -3.572, 3.303], [1.054, 0.967, -7.232], [4.095, 0.365, 4.203], [3.459, 1.723, 0.545], [0.687, 4.125, -1.926], [-1.170, 0.242, -5.239], [-1.309, 2.892, -1.825], [-7.235, -2.143, 2.469], [5.411, 3.430, 2.387], [2.953, -0.645, 0.066], [1.398, 0.884, 0.487], [-6.514, -3.727, 2.833], [4.583, 4.280, -2.006], [0.716, -0.615, -6.492], [-1.403, -4.333, 3.464], [5.996, 2.655, -0.847], [3.538, -1.502, 2.966], [2.082, -1.895, 1.169], [-0.501, -5.470, 0.392], [-0.407, 1.257, -2.471], [5.530, 4.035, 0.338], [4.764, -0.747, 1.786], [-0.409, -1.426, 3.522], [-3.363, 4.068, -3.834], [3.221, 4.286, -0.660], [5.751, 1.555, 3.001], [4.124, 5.209, 3.073], [-4.090, 2.775, -5.748], [5.281, 0.954, 0.569], [1.347, 2.946, -0.559], [-5.640, -0.966, 3.860], [2.453, 0.870, 3.484], [-1.130, -6.686, -1.605], [0.461, 3.246, 2.220], [-0.563, 1.601, -0.604], [-1.607, -3.078, 2.220], [-2.866, -6.411, -1.330], [-5.556, 2.208, -4.916], [1.093, 3.615, 3.709]], "forces_ev_per_angstrom": [[1.1952, -1.9275, -1.9956], [-1.9698, 2.4706, -0.7863], [-0.1950, 0.1676, 0.3287], [0.1585, 0.0387, -0.0127], [-0.1361, 0.0260, 0.1609], [-0.0527, 0.1046, 0.2562], [-0.0937, 0.3383, 0.0519], [1.0630, 0.1722, 0.2246], [-2.7212, 0.5194, 0.2783], [-1.1102, 0.5972, -0.0885], [-5.0186, 6.9211, 0.7576], [-3.0574, 0.2003, 1.3493], [0.2604, 0.0210, 0.9660], [-4.9734, 0.2301, 4.9344], [-0.2076, 0.2583, -0.9305], [-1.2318, 2.0006, -2.0070], [-0.1413, 0.0767, 1.0786], [1.5090, -1.3929, -0.3020], [0.3278, -0.2835, -0.9752], [2.0740, -0.1641, 1.8896], [-0.1623, -0.7178, -0.6200], [0.5336, -0.4841, -0.4947], [0.2421, -0.9307, -0.1490], [0.5764, -0.2009, -0.6933], [1.1229, 0.1038, 0.5379], [0.4884, 1.8096, -2.2175], [2.4332, -0.6246, 2.4024], [-0.5199, 1.9972, 1.0131], [9.0070, 3.1847, -6.6148], [-0.3339, 0.3984, 0.4296], [-0.2598, -2.9199, 1.4505], [-0.7132, -2.1797, 2.2442], [3.1879, -4.5315, -0.1184], [0.1806, -0.5237, -1.8215], [0.3615, 0.5330, 0.9474], [-1.5890, 0.9931, 0.7487], [-1.1132, -0.1935, -0.6848], [-1.9878, 0.0715, -2.3367], [1.1921, -2.5971, 2.0919], [-3.9919, -2.9415, 3.8706], [1.8102, -0.2445, -2.2805], [0.1413, -0.2045, -1.2409], [-0.5974, 0.3166, -2.0860], [-0.3018, -1.3767, 1.5012], [0.9969, 0.3559, 0.4238], [0.7468, 0.5599, -0.1095], [-0.3601, 0.6099, 0.2504], [1.1669, -0.6547, 0.0329], [0.0110, -0.1047, 0.9061], [0.0688, 1.0942, -0.1528], [-0.1819, -0.0399, -1.3454], [-1.1805, -0.2132, -0.3804], [2.3855, -0.0409, -1.9366], [2.8886, -0.8916, -0.3275], [-0.1583, 0.0911, 0.2340], [-1.0997, 1.0414, -2.0330], [2.5914, -0.2909, 0.3024], [0.6167, -2.3479, 0.7047], [0.0359, 0.1946, 0.0758], [1.4590, -1.8903, 0.1805], [0.2340, -0.0340, -0.1463], [-0.2608, 0.6606, 0.1881], [-1.0101, -0.3243, 2.1836], [0.4309, -1.5471, 1.3848], [0.1209, 0.1349, 0.2321], [-1.5413, -1.4279, 1.3619], [-0.1738, 0.0842, -0.1889], [0.0808, 0.1574, 0.2377], [-1.8354, 0.8489, 1.5807], [0.3450, 2.0627, -1.4774], [0.4086, 2.6211, 0.2161], [-0.1342, 0.1807, 0.0374], [-0.2495, 1.8063, 1.4250], [-0.8759, -1.6944, -0.5008], [-2.5305, 0.6656, 0.6473], [-0.0339, -0.0164, 0.1760], [-0.1710, 0.0878, 0.0588], [1.1132, -1.5426, -1.3282], [0.2320, -0.1058, 0.1040], [-2.0109, -0.3670, -0.1365], [0.0761, -0.2302, 0.1656], [-1.5925, 1.5359, 0.6020], [-0.1705, 0.2634, -2.2498], [0.0320, -0.1230, 0.1702], [1.7195, 0.0873, -0.6069], [-0.0949, -0.1548, 0.2060], [1.3842, -0.1360, 0.4293], [0.0440, 1.0389, -2.3162], [0.6028, -0.2280, 0.2559], [0.0847, 0.2114, 0.1682], [0.0453, 0.2180, 0.1868], [0.3583, -1.3187, -0.9496]], "lowdin_charge": [0.324, 0.788, 0.077, 0.085, 0.082, 0.083, 0.078, 0.084, 0.126, 0.075, -0.034, 0.128, 0.062, -0.368, 0.145, 0.141, 0.074, -0.429, 0.148, 0.137, 0.126, 0.136, 0.132, -0.160, 0.055, 0.142, -0.118, -0.244, 0.060, -0.314, -0.345, -0.499, -0.260, -0.257, -0.332, -0.225, -0.088, -0.502, -0.512, -0.309, -0.241, -0.074, -0.402, -0.216, -0.074, -0.146, -0.331, -0.069, -0.326, -0.331, -0.074, -0.076, -0.466, -0.514, 0.152, 0.102, 0.039, 0.134, 0.178, 0.075, 0.145, -0.018, 0.120, 0.059, 0.150, 0.128, 0.149, 0.151, 0.111, 0.095, 0.115, 0.176, 0.082, 0.087, 0.111, 0.185, 0.179, 0.075, 0.008, 0.035, 0.143, 0.089, 0.088, 0.180, 0.060, 0.146, 0.013, 0.087, 0.095, 0.148, 0.149, 0.028]}